[1]
123
Properties=species:S:1:pos:R:3 method="wB97M-V/def2-TZVPD" spin_multiplicity=1 largest_force_ev_per_a=6.6 total_charge=+1 energy_ha=-2928.3619 homo_lumo_gap_ev=5.8 e_lumo_ev=-4.4
C -2.51 6.08 -2.30
Si -1.99 4.24 -2.22
C -3.05 3.34 -0.91
C -2.24 3.53 -4.01
C -0.07 4.03 -1.88
N 0.97 5.05 -1.86
N 2.06 4.28 -1.63
N 1.79 2.99 -1.50
N 0.45 2.72 -1.65
C -0.17 1.38 -1.57
C -0.50 0.95 -0.03
C -1.97 0.33 0.14
C -1.99 -1.23 0.51
S -3.71 -1.98 0.49
C -4.33 -1.68 -1.20
N -4.44 -2.52 -2.34
N -4.94 -1.73 -3.32
C -5.17 -0.40 -2.89
O -4.79 -0.40 -1.53
H -2.45 6.62 -1.30
H -1.87 6.69 -3.03
H -3.60 6.19 -2.65
H -3.95 3.98 -0.61
H -3.48 2.40 -1.39
H -2.49 3.06 0.04
H -1.66 2.54 -4.04
H -3.33 3.44 -4.30
H -1.65 4.25 -4.69
H 2.44 2.21 -1.33
H 0.60 0.62 -1.97
H -1.09 1.25 -2.24
H 0.28 0.21 0.37
H -0.47 1.91 0.57
H -2.50 0.46 -0.85
H -2.58 0.90 0.92
H -1.60 -1.37 1.58
H -1.32 -1.81 -0.21
H -5.56 0.51 -3.43
C 4.37 -2.38 2.93
C 3.65 -1.23 2.22
C 2.39 -0.74 2.97
O 1.26 -1.59 2.86
C 1.28 -2.72 3.72
N 3.33 -1.64 0.85
H 3.87 -3.34 2.79
H 5.38 -2.49 2.53
H 4.46 -2.18 4.00
H 4.35 -0.39 2.18
H 2.09 0.21 2.52
H 2.61 -0.52 4.02
H 1.75 -2.48 4.69
H 1.80 -3.55 3.25
H 0.25 -3.03 3.90
H 2.95 -0.84 0.35
H 2.55 -2.29 0.90
C 4.49 -8.86 4.03
C 4.60 -7.82 5.14
C 4.35 -6.38 4.67
O 5.43 -5.80 3.95
C 5.51 -6.18 2.59
N 5.91 -7.96 5.79
H 5.37 -8.88 3.39
H 4.38 -9.86 4.45
H 3.61 -8.67 3.40
H 3.83 -8.06 5.88
H 4.22 -5.75 5.56
H 3.42 -6.29 4.10
H 4.52 -6.33 2.14
H 6.10 -7.09 2.49
H 6.02 -5.39 2.04
H 5.94 -7.34 6.60
H 6.61 -7.56 5.16
C -4.05 -7.50 -5.14
C -4.75 -6.18 -4.81
C -4.71 -5.15 -5.96
O -3.45 -4.50 -6.12
C -2.49 -5.26 -6.83
N -4.17 -5.63 -3.57
H -2.96 -7.42 -5.08
H -4.35 -8.27 -4.43
H -4.31 -7.84 -6.14
H -5.80 -6.42 -4.62
H -5.42 -4.36 -5.72
H -5.04 -5.59 -6.90
H -2.94 -5.88 -7.62
H -1.92 -5.89 -6.14
H -1.78 -4.57 -7.30
H -4.71 -4.81 -3.30
H -3.26 -5.25 -3.81
C -4.31 6.13 2.04
C -4.99 7.30 1.33
C -6.23 7.83 2.07
O -7.39 7.01 1.95
C -7.41 5.89 2.82
N -5.32 6.89 -0.05
H -4.84 5.18 1.90
H -3.30 5.98 1.64
H -4.22 6.32 3.11
H -4.26 8.11 1.28
H -6.51 8.79 1.62
H -6.01 8.04 3.12
H -6.94 6.10 3.78
H -6.92 5.03 2.34
H -8.45 5.61 2.99
H -5.67 7.70 -0.55
H -6.12 6.27 0.00
C 7.09 5.24 0.77
C 6.68 4.75 -0.61
C 5.27 4.12 -0.65
O 5.19 2.80 -0.10
C 5.13 2.76 1.32
N 7.70 3.82 -1.11
H 7.40 4.43 1.44
H 7.94 5.93 0.70
H 6.27 5.78 1.26
H 6.66 5.62 -1.27
H 4.98 4.01 -1.70
H 4.52 4.77 -0.19
H 4.56 3.60 1.73
H 6.13 2.73 1.74
H 4.63 1.83 1.61
H 7.48 3.58 -2.07
H 7.59 2.94 -0.60



[2]
145
Properties=species:S:1:pos:R:3 method="wB97M-V/def2-TZVPD" spin_multiplicity=2 largest_force_ev_per_a=4.5 total_charge=-1 energy_ha=-6811.8049 homo_lumo_gap_ev="9.1 / 6.9" s_squared=0.754 e_lumo_ev="1.9 / -0.3"
Ag -1.77 -0.04 -1.26
N 0.35 -1.10 0.61
O -0.44 -0.56 1.35
O 0.07 -1.36 -0.66
O 1.47 -1.49 0.97
S -4.07 -0.49 -2.64
O -5.22 -1.27 -2.20
O -3.72 0.63 -1.61
O -2.77 -1.33 -2.53
O -4.24 0.17 -3.91
O 3.35 -1.55 6.18
S 2.34 -2.52 5.78
O 2.63 -3.90 5.95
O 0.99 -2.29 6.55
C 0.51 -0.92 6.67
C -0.27 -0.92 7.93
C 1.84 -2.16 4.14
H -0.07 -0.71 5.80
H 1.45 -0.37 6.74
H -0.85 0.03 8.03
H 0.43 -0.95 8.76
H -0.93 -1.74 8.06
H 1.57 -1.10 4.11
H 1.00 -2.82 3.84
H 2.75 -2.37 3.58
O -1.22 4.18 0.19
S -1.97 3.06 -0.22
O -1.40 1.77 0.03
O -3.41 3.09 0.41
C -3.60 2.70 1.74
C -3.85 3.90 2.64
C -2.54 3.25 -1.82
H -2.76 2.04 2.05
H -4.53 2.15 1.66
H -4.34 4.71 2.13
H -2.96 4.39 3.00
H -4.55 3.53 3.38
H -1.67 3.47 -2.47
H -3.13 4.14 -1.69
H -3.13 2.40 -2.13
O -4.46 -4.03 1.36
S -3.76 -3.49 0.23
O -3.38 -2.09 0.23
O -2.58 -4.52 0.14
C -1.58 -4.15 -0.87
C -0.27 -4.81 -0.47
C -4.85 -3.84 -1.19
H -1.38 -3.05 -0.80
H -2.01 -4.40 -1.84
H 0.53 -4.52 -1.11
H -0.28 -5.86 -0.45
H 0.02 -4.40 0.56
H -5.09 -4.87 -1.09
H -4.24 -3.60 -2.06
H -5.68 -3.13 -1.14
O -4.42 -2.69 5.80
S -3.34 -2.04 5.01
O -2.69 -0.94 5.63
O -2.20 -3.04 4.63
C -2.52 -4.36 4.28
C -2.32 -5.36 5.42
C -4.09 -1.58 3.46
H -1.71 -4.59 3.55
H -3.54 -4.39 3.78
H -2.73 -6.35 5.19
H -2.80 -5.07 6.32
H -1.30 -5.47 5.77
H -3.26 -1.21 2.78
H -4.80 -0.81 3.73
H -4.65 -2.42 3.05
O -0.40 1.09 -3.00
S 0.00 0.94 -4.38
O 0.21 2.10 -5.18
O 1.21 -0.02 -4.57
C 1.79 -0.80 -3.46
C 1.11 -2.19 -3.29
C -1.36 0.14 -5.08
H 1.79 -0.19 -2.53
H 2.89 -0.91 -3.75
H 1.68 -2.69 -2.49
H 1.24 -2.73 -4.23
H 0.02 -2.22 -3.04
H -2.21 0.80 -5.09
H -1.55 -0.75 -4.47
H -1.07 -0.08 -6.09
O -5.48 4.45 -3.47
S -6.50 3.84 -2.68
O -6.91 4.54 -1.49
O -7.77 3.84 -3.61
C -7.80 3.28 -4.91
C -9.02 3.83 -5.53
C -6.19 2.11 -2.39
H -7.75 2.21 -4.85
H -6.92 3.65 -5.43
H -9.95 3.55 -5.03
H -9.08 3.37 -6.51
H -8.94 4.94 -5.57
H -7.07 1.64 -1.90
H -5.37 2.20 -1.69
H -5.87 1.58 -3.28
O 2.88 5.77 0.38
S 3.22 4.62 -0.41
O 4.46 4.38 -1.11
O 3.01 3.29 0.52
C 1.83 3.19 1.35
C 2.28 2.45 2.57
C 2.06 4.34 -1.66
H 1.02 2.64 0.77
H 1.44 4.18 1.57
H 1.49 2.27 3.32
H 3.18 2.94 3.00
H 2.58 1.42 2.31
H 2.18 3.43 -2.14
H 2.18 5.13 -2.46
H 0.96 4.32 -1.42
C 4.88 -1.99 -1.08
C 5.63 -0.62 -1.04
C 5.96 -0.46 0.45
C 7.05 0.59 0.72
C 8.30 0.26 -0.14
C 8.01 0.15 -1.63
N 6.89 -0.83 -1.76
O 6.71 -1.02 -3.16
C 7.81 1.58 -2.26
C 9.24 -0.53 -2.30
C 4.72 0.48 -1.60
H 4.50 -2.02 -2.06
H 4.07 -2.05 -0.37
H 5.61 -2.80 -1.01
H 5.01 -0.34 0.95
H 6.37 -1.43 0.73
H 7.30 0.65 1.78
H 6.70 1.60 0.48
H 8.69 -0.73 0.13
H 9.04 1.01 -0.08
H 6.94 2.03 -1.81
H 8.69 2.22 -1.95
H 7.79 1.60 -3.36
H 10.03 0.19 -2.15
H 9.49 -1.46 -1.82
H 9.13 -0.68 -3.32
H 4.82 0.50 -2.69
H 5.02 1.47 -1.31
H 3.65 0.35 -1.41
H 6.53 -0.14 -3.57



[3]
125
Properties=species:S:1:pos:R:3 method="wB97M-V/def2-TZVPD" spin_multiplicity=2 largest_force_ev_per_a=4.9 energy_ha=-2519.7138 homo_lumo_gap_ev="3.9 / 7.9" s_squared=0.750 e_lumo_ev="-0.1 / -0.1"
Ba 3.56 -2.53 -3.14
N 1.61 0.18 -0.73
O 1.37 0.02 0.47
O 2.29 -0.58 -1.37
O 1.07 1.15 -1.28
C 6.87 -2.31 -1.39
O 5.44 -2.45 -1.15
C 5.18 -2.97 0.17
C 3.69 -3.29 0.34
N 3.32 -4.17 -0.72
C 1.94 -4.77 -0.71
C 0.93 -3.65 -0.95
O 1.08 -3.11 -2.30
C -0.11 -2.51 -2.88
H 7.23 -1.39 -0.93
H 7.02 -2.26 -2.47
H 7.39 -3.19 -1.01
H 5.57 -2.32 0.96
H 5.76 -3.89 0.25
H 3.13 -2.36 0.33
H 3.54 -3.79 1.30
H 4.00 -4.91 -0.68
H 1.74 -5.17 0.28
H 1.88 -5.63 -1.38
H 1.04 -2.84 -0.23
H -0.06 -4.05 -0.72
H 0.16 -2.12 -3.86
H -0.48 -1.67 -2.30
H -0.89 -3.28 -2.93
C -5.17 3.32 1.25
O -4.83 2.05 1.73
C -5.53 1.76 2.89
C -4.79 0.75 3.80
N -3.55 1.34 4.22
C -2.83 0.54 5.15
C -1.41 1.02 5.30
O -0.82 1.24 3.99
C 0.65 1.25 4.07
H -6.23 3.56 1.13
H -4.55 3.54 0.39
H -4.83 4.11 1.92
H -6.50 1.40 2.53
H -5.67 2.68 3.46
H -4.69 -0.22 3.33
H -5.38 0.51 4.69
H -2.96 1.46 3.41
H -2.68 -0.50 4.84
H -3.32 0.62 6.12
H -0.91 0.26 5.90
H -1.33 1.96 5.85
H 1.02 2.10 4.65
H 1.15 1.14 3.11
H 0.99 0.38 4.63
C 1.28 3.90 1.15
O 1.68 3.93 -0.20
C 3.05 4.21 -0.35
C 3.50 3.73 -1.70
N 2.64 4.29 -2.74
C 3.20 3.82 -4.02
C 2.50 4.38 -5.25
O 1.11 4.08 -5.14
C 0.56 4.12 -6.43
H 0.26 3.55 1.25
H 1.18 4.96 1.38
H 1.88 3.36 1.89
H 3.61 3.73 0.45
H 3.26 5.28 -0.24
H 3.60 2.65 -1.74
H 4.48 4.16 -1.93
H 2.84 5.27 -2.66
H 3.14 2.74 -4.11
H 4.25 4.06 -4.20
H 3.08 3.97 -6.07
H 2.51 5.47 -5.29
H -0.41 3.63 -6.50
H 1.18 3.63 -7.18
H 0.42 5.17 -6.70
C -1.79 1.31 0.35
O -2.13 1.89 -0.92
C -3.22 1.20 -1.51
C -3.62 1.80 -2.87
N -2.46 1.63 -3.74
C -2.79 2.02 -5.12
C -3.03 3.51 -5.35
O -1.96 4.35 -4.90
C -1.97 5.69 -5.47
H -1.48 0.28 0.22
H -2.69 1.29 0.97
H -1.10 1.98 0.87
H -4.05 1.12 -0.81
H -2.87 0.18 -1.66
H -3.82 2.87 -2.78
H -4.54 1.30 -3.16
H -2.37 0.63 -3.84
H -3.59 1.38 -5.48
H -1.89 1.74 -5.67
H -4.02 3.78 -5.01
H -3.08 3.71 -6.42
H -2.95 6.15 -5.35
H -1.70 5.71 -6.53
H -1.29 6.33 -4.93
C -1.41 -1.95 2.19
O -0.51 -3.04 2.25
C 0.74 -2.76 2.95
C 1.47 -4.04 3.43
N 0.79 -4.79 4.52
C -0.56 -5.26 4.19
C -0.88 -6.51 5.00
O 0.17 -7.49 5.03
C 0.22 -8.27 3.85
H -2.10 -2.17 1.38
H -0.93 -0.98 2.03
H -1.91 -1.93 3.16
H 0.55 -2.13 3.82
H 1.40 -2.21 2.27
H 2.49 -3.85 3.76
H 1.59 -4.72 2.59
H 1.26 -5.66 4.76
H -0.42 -5.60 3.16
H -1.27 -4.43 4.24
H -1.86 -6.93 4.78
H -0.93 -6.13 6.02
H -0.74 -8.77 3.76
H 0.90 -9.12 3.98
H 0.45 -7.66 2.97